Here is a cluster of 13 separate species, C66H133N7O30 in total at a distorted geometry from the OMol25 dataset. Energies are from ωB97M-V with the def2-TZVPD basis set.

The HOMO energy is -7.66 eV. As for the frontier orbital gap: 7.80 eV. For the energy, the calculation gives -5234.6282 hartree. The spin multiplicity is 1.

Each line ends with the Mulliken charge.
Cartesian coordinates (Å):
C1 16.19 26.09 -5.13  -0.831
O1 17.46 26.70 -5.28  -0.309
C2 17.46 27.85 -6.07  -0.640
C3 18.89 28.28 -6.33  -0.608
N1 19.38 29.02 -5.19  0.089
C4 20.77 29.33 -5.20  -1.068
C5 21.29 30.14 -4.02  0.703
O2 22.67 30.20 -4.15  -0.444
C6 23.27 30.56 -2.92  -0.482
H1 16.12 25.42 -4.28  0.261
H2 15.99 25.48 -6.03  0.329
H3 15.36 26.80 -4.98  0.317
H4 16.95 28.64 -5.50  0.310
H5 16.95 27.71 -7.02  0.502
H6 18.88 28.91 -7.22  0.452
H7 19.45 27.34 -6.51  0.307
H8 19.02 28.58 -4.36  -0.057
H9 21.11 29.90 -6.10  0.372
H10 21.42 28.45 -5.42  0.354
H11 21.09 29.52 -3.12  -0.476
H12 20.71 31.06 -3.84  0.305
H13 24.34 30.73 -3.07  0.372
H14 23.08 29.78 -2.18  0.102
H15 22.90 31.52 -2.53  0.279
C7 20.92 37.45 5.51  0.188
O3 21.83 38.36 4.96  -0.545
C8 21.86 38.33 3.58  0.366
C9 20.54 38.42 2.91  -0.660
N2 20.74 38.91 1.53  -0.346
C10 19.46 39.22 0.88  -1.015
C11 18.47 38.06 0.73  -0.341
O4 17.80 37.76 1.94  -0.422
C12 17.06 36.58 1.79  -0.608
H16 21.06 37.50 6.59  0.273
H17 21.06 36.44 5.12  -0.289
H18 19.88 37.78 5.39  0.412
H19 22.44 37.46 3.22  -0.549
H20 22.46 39.19 3.27  0.453
H21 19.79 39.02 3.42  0.434
H22 20.11 37.42 2.82  0.353
H23 21.13 38.13 1.00  0.314
H24 19.59 39.64 -0.12  0.391
H25 18.98 39.97 1.52  0.392
H26 19.06 37.14 0.52  0.229
H27 17.79 38.26 -0.11  0.541
H28 16.43 36.41 2.66  0.314
H29 17.76 35.74 1.73  0.179
H30 16.41 36.58 0.90  0.408
C13 31.19 22.89 -2.35  -0.535
O5 30.42 22.85 -3.52  -0.396
C14 29.93 24.11 -3.89  -0.752
C15 28.98 24.81 -2.89  -0.420
N3 29.63 25.96 -2.20  -0.296
C16 29.57 25.98 -0.75  -1.083
C17 28.17 26.03 -0.15  0.125
O6 27.69 27.34 -0.35  -0.393
C18 26.45 27.51 0.26  -0.379
H31 31.67 21.94 -2.19  0.282
H32 30.56 23.16 -1.49  0.103
H33 31.92 23.70 -2.45  0.320
H34 29.32 23.90 -4.77  0.314
H35 30.74 24.79 -4.16  0.394
H36 28.50 24.07 -2.23  0.279
H37 28.16 25.20 -3.50  0.451
H38 29.13 26.77 -2.54  0.286
H39 30.04 26.90 -0.39  0.382
H40 30.05 25.10 -0.32  0.279
H41 28.25 25.91 0.95  0.287
H42 27.47 25.25 -0.47  0.265
H43 26.60 27.49 1.33  -0.366
H44 25.69 26.85 -0.18  0.549
H45 26.08 28.51 0.03  -0.028
C19 23.03 30.94 8.06  -0.532
O7 22.30 29.75 8.23  -0.589
C20 22.67 28.81 7.25  1.661
C21 22.44 27.43 7.84  -1.389
N4 22.67 26.36 6.86  -0.234
C22 23.98 26.42 6.18  0.988
C23 24.33 25.06 5.64  -0.710
O8 24.97 24.27 6.59  -0.429
C24 26.38 24.27 6.49  -0.687
H46 22.85 31.56 8.94  0.419
H47 22.64 31.48 7.19  -0.151
H48 24.10 30.73 8.05  0.512
H49 23.73 28.93 7.02  -0.153
H50 22.07 28.93 6.34  -0.576
H51 21.41 27.36 8.22  0.342
H52 22.98 27.27 8.79  0.349
H53 22.59 25.43 7.26  0.297
H54 24.77 26.83 6.83  -0.014
H55 23.76 27.06 5.32  -0.690
H56 24.93 25.20 4.73  0.242
H57 23.39 24.60 5.32  0.529
H58 26.77 24.31 5.47  0.295
H59 26.72 23.37 7.01  0.259
H60 26.79 25.13 7.04  0.281
C25 23.60 21.23 0.32  -0.515
O9 22.48 21.16 1.21  -0.379
C26 21.20 21.43 0.63  -0.546
C27 21.19 22.61 -0.28  -0.622
N5 21.69 23.78 0.50  0.018
C28 22.15 24.95 -0.26  -1.045
C29 22.51 26.07 0.72  0.866
O10 23.71 25.79 1.38  -0.524
C30 24.14 26.86 2.19  -0.481
H61 23.84 22.27 0.08  0.174
H62 23.39 20.56 -0.52  0.287
H63 24.47 20.83 0.84  0.231
H64 20.52 21.52 1.46  0.288
H65 20.97 20.49 0.09  0.382
H66 20.17 22.87 -0.59  0.419
H67 21.77 22.45 -1.21  0.296
H68 22.50 23.39 0.98  0.067
H69 21.31 25.34 -0.84  0.354
H70 23.01 24.73 -0.92  0.417
H71 21.71 26.10 1.46  -0.758
H72 22.51 27.01 0.15  0.267
H73 25.10 26.60 2.63  0.338
H74 23.45 27.14 3.02  -0.058
H75 24.18 27.80 1.61  0.312
C31 28.42 27.79 3.23  -0.333
O11 27.51 28.16 4.23  -0.400
C32 26.84 29.41 3.96  0.241
C33 26.28 29.96 5.27  0.696
N6 27.09 31.02 5.91  -0.372
C34 27.11 32.24 5.18  -1.045
C35 25.78 32.98 5.32  2.042
O12 25.94 34.19 6.03  -0.515
C36 25.78 34.08 7.42  -0.706
H76 29.00 26.94 3.57  0.362
H77 29.07 28.62 2.92  0.334
H78 27.85 27.53 2.32  0.059
H79 26.04 29.08 3.27  -0.406
H80 27.42 30.15 3.39  0.313
H81 26.20 29.13 5.97  0.527
H82 25.27 30.33 5.08  -1.189
H83 27.97 30.52 6.06  0.352
H84 27.29 31.99 4.12  0.090
H85 27.89 32.94 5.46  0.577
H86 25.00 32.31 5.70  -0.457
H87 25.48 33.26 4.29  -0.632
H88 25.86 33.04 7.76  0.311
H89 24.78 34.44 7.68  0.219
H90 26.52 34.70 7.91  0.271
C37 19.18 35.03 4.68  -0.567
O13 19.59 33.66 4.79  0.054
C38 19.28 32.99 3.56  -0.545
C39 19.36 31.51 3.88  -0.923
N7 20.73 31.14 4.33  1.450
C40 21.67 31.01 3.21  -0.696
C41 23.08 30.65 3.63  0.338
O14 23.79 30.01 2.62  1.434
C42 24.13 30.81 1.53  -0.502
H91 19.95 35.53 4.08  -0.270
H92 19.18 35.49 5.68  0.426
H93 18.20 35.22 4.23  0.271
H94 19.90 33.34 2.72  0.297
H95 18.24 33.15 3.24  0.175
H96 19.19 30.91 2.98  0.343
H97 18.72 31.27 4.72  0.396
H98 21.06 31.90 4.92  -0.457
H99 21.70 32.01 2.72  0.336
H100 21.35 30.39 2.38  -0.220
H101 22.93 29.92 4.43  -0.784
H102 23.69 31.49 3.97  -0.203
H103 23.27 30.99 0.85  0.077
H104 24.87 30.33 0.89  -0.343
H105 24.55 31.78 1.83  0.172
C43 18.36 27.25 5.90  -0.492
C44 18.09 26.03 5.27  -0.894
C45 18.76 25.75 4.08  0.742
C46 19.74 26.62 3.60  -0.196
C47 20.10 27.77 4.31  1.101
C48 19.34 28.12 5.43  -0.607
O15 19.52 29.29 6.09  -0.601
O16 18.46 24.58 3.38  -0.652
H106 17.86 27.53 6.82  0.398
H107 17.32 25.36 5.63  0.417
H108 20.28 26.43 2.68  -0.346
H109 20.89 28.43 3.98  0.382
H110 20.14 29.91 5.61  0.227
H111 18.93 24.63 2.54  0.262
C49 19.31 31.53 -0.41  -1.023
C50 19.87 30.25 -0.26  0.607
C51 19.35 29.22 -0.99  -1.049
C52 18.22 29.39 -1.79  -0.339
C53 17.58 30.61 -1.78  -1.310
C54 18.16 31.71 -1.14  0.813
O17 17.58 32.95 -1.23  -0.543
O18 20.07 28.03 -1.10  -0.265
H112 19.81 32.35 0.10  0.714
H113 20.77 30.21 0.33  0.553
H114 17.91 28.59 -2.46  0.685
H115 16.68 30.85 -2.34  0.447
H116 17.01 32.93 -2.01  0.305
H117 19.78 27.54 -1.87  0.305
C55 26.64 35.11 0.90  0.046
C56 27.68 35.48 -0.17  -0.397
O19 27.70 34.31 -1.00  -0.371
C57 27.13 33.29 -0.31  0.395
O20 27.15 32.21 -0.69  -0.445
O21 26.60 33.69 0.85  -0.044
H118 25.66 35.51 0.66  0.122
H119 26.89 35.48 1.89  0.159
H120 28.69 35.60 0.20  0.246
H121 27.31 36.36 -0.69  0.328
C58 24.50 36.14 3.84  -0.426
C59 23.08 35.99 4.46  -1.131
O22 22.22 35.76 3.29  -0.208
C60 22.97 35.49 2.20  0.130
O23 22.54 35.30 1.12  -0.581
O24 24.29 35.57 2.50  -0.217
H122 25.27 35.47 4.20  0.015
H123 24.88 37.16 3.88  0.352
H124 22.75 36.92 4.89  1.396
H125 23.06 35.07 5.05  0.244
C61 15.63 30.55 2.53  -0.287
C62 15.25 30.55 1.04  0.153
O25 15.05 31.97 0.77  -0.367
C63 15.65 32.71 1.75  0.648
O26 15.83 33.90 1.68  -0.523
O27 16.14 31.91 2.73  -0.259
H126 16.45 29.89 2.78  0.188
H127 14.81 30.44 3.24  0.221
H128 14.29 30.11 0.78  0.371
H129 16.10 30.20 0.46  -0.155
C64 18.51 33.76 8.07  0.083
C65 18.88 32.27 8.35  0.149
O28 20.28 32.39 8.71  -0.288
C66 20.70 33.65 8.64  0.687
O29 21.79 34.01 8.72  -0.489
O30 19.68 34.50 8.32  -0.403
H130 17.58 33.99 8.61  0.374
H131 18.14 33.78 7.03  -0.058
H132 18.91 31.62 7.48  -0.270
H133 18.33 31.89 9.20  0.275

Here is the molecule C13H13NO2S at a distorted geometry from the OMol25 dataset. Energies are from ωB97M-V with the def2-TZVPD basis set.

The HOMO energy is -7.88 eV. As for the frontier orbital gap: 6.67 eV. For the energy, the calculation gives -1106.2703 hartree. Its energy relative to the best compared isomer or geometry (same formula, charge and spin) is 882.07 kJ/mol. The spin multiplicity is 1. The structure (SMILES) is CCOC(=O)CSc1cccc2cccnc12.

Each line ends with the Mulliken charge.
Cartesian coordinates (Å):
C1 -0.67 -0.56 -4.86  -1.219
C2 0.32 0.27 -4.05  -0.253
O1 0.22 0.19 -2.82  -0.230
C3 1.05 -1.04 -2.42  0.188
O2 1.75 -1.82 -3.14  -0.546
C4 0.77 -1.20 -0.90  -0.155
S1 1.93 -0.10 -0.19  -0.146
C5 0.86 0.75 1.01  0.171
C6 1.01 2.40 1.27  -0.681
C7 0.37 2.75 2.35  -0.120
C8 -0.56 2.18 3.12  -0.775
C9 -0.42 0.72 2.98  1.206
C10 -1.25 0.09 3.91  -1.103
C11 -1.28 -1.39 3.69  -0.235
C12 -0.72 -2.05 2.78  -0.388
N1 0.22 -1.36 1.85  -0.338
C13 0.09 0.08 1.93  0.270
H1 -0.64 -1.75 -4.78  0.238
H2 -1.59 -0.32 -4.57  0.412
H3 -0.66 -0.26 -5.94  0.352
H4 1.25 -0.09 -4.43  0.365
H5 0.16 1.36 -4.25  0.314
H6 -0.21 -1.02 -0.58  0.388
H7 1.24 -2.12 -0.49  0.250
H8 1.75 2.94 0.62  0.364
H9 0.43 3.90 2.50  0.203
H10 -1.27 2.52 3.92  0.325
H11 -1.75 0.32 4.64  0.682
H12 -1.94 -2.18 4.38  0.157
H13 -0.46 -3.20 2.45  0.304

Here is the molecule C4H9NOS at a distorted geometry from the OMol25 dataset. Energies are from ωB97M-V with the def2-TZVPD basis set.

The HOMO energy is -8.69 eV. As for the frontier orbital gap: 9.24 eV. For the energy, the calculation gives -685.8786 hartree. Its energy relative to the best compared isomer or geometry (same formula, charge and spin) is 368.43 kJ/mol. The spin multiplicity is 1. The structure (SMILES) is CN[C@H](C=O)CS.

Each line ends with the Mulliken charge.
Cartesian coordinates (Å):
C1 -1.74 1.36 0.07  -0.831
N1 -1.53 -0.10 -0.10  -0.321
C2 -0.31 -0.66 0.46  -0.045
C3 0.85 0.50 0.67  -0.069
O1 0.88 1.57 0.07  -0.545
C4 0.84 -1.30 -0.49  -0.940
S1 2.62 -1.16 0.09  -0.232
H1 -2.82 1.53 0.12  0.283
H2 -1.23 1.69 0.99  0.336
H3 -1.24 1.90 -0.73  0.295
H4 -1.63 -0.39 -1.06  0.258
H5 -0.39 -1.26 1.35  0.303
H6 1.15 0.61 1.75  0.449
H7 0.73 -2.37 -0.61  0.464
H8 0.79 -0.71 -1.40  0.439
H9 3.04 -1.22 -1.17  0.154

Here is a structure of composition C2KLiO2 at a distorted geometry from the OMol25 dataset. Energies are from ωB97M-V with the def2-TZVPD basis set.

The HOMO energy (alpha / beta) is -8.75 / -14.26 eV. As for the frontier orbital gap (alpha / beta): 4.70 / 10.18 eV. For the energy, the calculation gives -833.8965 hartree. The expectation value of S² is 0.752. The spin multiplicity is 2. As for the total charge: +1.

Each line ends with the Mulliken charge.
Cartesian coordinates (Å):
O1 1.09 -1.06 -1.45  -0.461
C1 1.27 -1.90 -0.57  -0.291
C2 -1.97 2.17 2.14  -0.012
O2 -2.55 2.80 2.86  -0.030
K1 -0.34 0.38 0.08  0.964
Li1 2.50 -2.38 -3.05  0.830